(1)
Computed, not measured: a structure of composition C38H38Cl3N5OS3Sn in a non-equilibrium geometry, with wB97M-V/def2-TZVPD.

Results
2S+1 = 1
E_HOMO = -12.5 eV
Total charge = +2
Orbital gap = 6.12 eV
Energy above the lowest of the compared OMol25 structures with the same formula, charge and spin = 0.0 kcal per mole
Strongest force on any atom = 0.0232 Eh/bohr
E = -125414.2861 eV

```
89
Properties=species:S:1:pos:R:3:lowdin_charge:R:1
Sn -0.666 0.388 -1.899 1.061
C -2.899 -1.637 -3.416 -0.059
N -2.903 -0.220 -2.975 -0.221
C -3.902 0.010 -1.903 -0.151
C -3.498 -0.661 -0.629 -0.149
N -2.324 -0.004 0.002 -0.221
C -2.713 1.285 0.617 -0.063
C -1.778 -0.945 0.954 -0.293
C -2.220 -1.013 2.270 -0.003
C -1.742 -1.994 3.125 -0.047
C -0.781 -2.895 2.687 -0.063
C -0.301 -2.803 1.391 -0.113
C -0.817 -1.848 0.516 -0.564
S -0.257 -1.904 -1.150 0.755
C -3.154 0.712 -4.045 -0.323
C -3.914 0.375 -5.158 -0.007
C -4.070 1.270 -6.205 -0.040
C -3.448 2.510 -6.158 -0.046
C -2.689 2.854 -5.051 -0.095
C -2.565 1.970 -3.979 -0.604
S -1.654 2.515 -2.579 0.760
H -3.914 -2.028 -3.526 0.108
H -2.377 -2.247 -2.687 0.036
H -2.380 -1.721 -4.366 0.093
H -4.873 -0.379 -2.221 0.151
H -4.015 1.083 -1.754 0.118
H -3.253 -1.704 -0.821 0.125
H -4.340 -0.652 0.069 0.150
H -3.631 1.191 1.203 0.105
H -2.879 2.024 -0.163 0.049
H -1.911 1.638 1.256 0.091
H -2.973 -0.322 2.628 0.120
H -2.139 -2.063 4.130 0.122
H -0.400 -3.656 3.355 0.128
H 0.451 -3.495 1.029 0.117
H -4.401 -0.591 -5.209 0.122
H -4.681 0.995 -7.055 0.121
H -3.553 3.207 -6.979 0.122
H -2.205 3.821 -4.989 0.115
Cl 6.226 2.126 8.063 0.721
C 5.168 1.806 6.739 -0.657
C 5.575 0.965 5.716 -0.074
C 4.728 0.742 4.644 -0.009
C 3.474 1.337 4.582 -0.204
C 2.585 1.132 3.379 -0.329
C 2.863 2.194 2.332 -0.024
N 1.812 2.214 1.300 -0.015
C 0.905 3.235 1.115 0.001
C 0.082 2.851 0.112 -0.155
N 0.476 1.593 -0.319 -0.077
C 1.524 1.243 0.426 -0.095
O 2.806 -0.109 2.744 -0.110
C 1.860 -1.109 3.127 -0.163
C 1.880 -1.407 4.594 -0.339
C 2.811 -2.205 5.184 -0.973
Cl 4.087 -3.028 4.391 0.700
S 2.602 -2.322 6.878 1.046
C 1.244 -1.286 6.822 -0.387
C 0.972 -0.873 5.559 -0.158
C 3.089 2.165 5.630 -0.572
Cl 1.529 2.947 5.603 0.725
C 3.920 2.405 6.709 -0.113
H 6.554 0.506 5.756 0.117
H 5.033 0.089 3.835 0.123
H 1.540 1.217 3.690 0.114
H 3.822 1.966 1.869 0.154
H 2.906 3.177 2.794 0.139
H 0.927 4.139 1.701 0.144
H -0.723 3.396 -0.348 0.068
H 2.090 0.328 0.344 0.154
H 2.143 -1.992 2.556 0.116
H 0.854 -0.795 2.828 0.109
H 0.719 -1.039 7.733 0.078
H 0.152 -0.208 5.313 0.111
H 3.610 3.063 7.510 0.113
C 1.049 -2.858 -7.390 -0.014
C 0.822 -1.968 -6.207 -0.220
C 1.439 -2.202 -4.981 0.019
C 1.131 -1.410 -3.895 -0.162
N 0.250 -0.399 -3.967 -0.059
C -0.298 -0.115 -5.165 -0.103
C -0.040 -0.872 -6.284 0.019
H 1.786 -3.629 -7.180 0.089
H 1.382 -2.279 -8.253 0.102
H 0.112 -3.342 -7.672 0.102
H 2.152 -3.008 -4.866 0.132
H 1.601 -1.581 -2.936 0.071
H -0.947 0.744 -5.215 0.102
H -0.518 -0.612 -7.221 0.136
```

=====

(2)
Computed, not measured: a structure of composition C25H20MnN9O7S4, with wB97M-V/def2-TZVPD.

Results
2S+1 = 6
E_HOMO (alpha / beta) = -3.4 / -6.2 eV
Total charge = -1
Orbital gap (alpha / beta) = 3.71 / 7.95 eV
Energy above the lowest of the compared OMol25 structures with the same formula, charge and spin = 0.0 kcal per mole
Expectation value of S² = 8.98
Strongest force on any atom = 0.0091 Eh/bohr
E = -128655.5210 eV

```
66
Properties=species:S:1:pos:R:3:mulliken_spin:R:1
Mn -0.272 -0.099 0.850 4.162
N 2.083 -3.043 -0.116 0.002
C 2.589 -1.785 -0.211 0.006
N 1.864 -0.705 -0.167 0.014
C 2.631 0.420 -0.371 0.011
C 3.954 0.206 -0.549 -0.001
S 4.279 -1.489 -0.494 0.005
C 1.935 1.706 -0.377 0.002
C 2.363 2.838 -0.971 0.003
S 1.220 4.108 -0.731 0.001
C 0.210 3.014 0.167 0.006
N 0.696 1.786 0.245 -0.008
N -0.915 3.436 0.743 0.014
H 1.146 -3.071 0.284 0.000
H 2.710 -3.765 0.199 0.000
H 4.741 0.928 -0.674 0.000
H 3.252 2.976 -1.561 0.000
H -1.471 4.150 0.271 -0.005
H -1.452 2.689 1.185 0.005
S 0.875 0.173 2.832 -0.262
C 1.153 -1.447 3.423 0.023
C 2.061 -1.670 4.453 0.010
C 2.279 -2.949 4.949 0.006
C 3.234 -3.147 6.001 0.002
N 4.008 -3.304 6.837 0.002
C 1.570 -4.031 4.409 0.002
C 0.662 -3.810 3.380 0.011
C 0.454 -2.532 2.873 0.027
S -0.676 -2.277 1.566 -0.171
C 1.777 -5.367 4.890 0.002
N 1.935 -6.448 5.249 0.001
H 2.609 -0.837 4.872 0.006
H 0.111 -4.646 2.969 0.003
C -3.285 -1.733 -1.062 0.001
N -3.058 -0.423 -1.677 0.002
C -4.192 0.247 -2.310 0.005
C -1.858 0.130 -1.636 -0.001
C -1.603 1.404 -2.389 0.003
O -0.907 -0.431 -1.023 0.043
H -4.045 -2.252 -1.643 0.000
H -3.615 -1.623 -0.029 -0.001
H -2.359 -2.302 -1.083 0.002
H -5.105 -0.213 -1.941 0.002
H -4.155 0.144 -3.396 0.000
H -4.219 1.301 -2.042 -0.002
H -2.046 1.377 -3.384 0.001
H -0.527 1.540 -2.465 -0.002
H -2.028 2.266 -1.867 -0.004
O -3.581 -0.506 1.896 0.001
C -3.240 0.550 1.391 -0.010
O -2.009 0.952 1.223 0.060
C -4.273 1.518 0.856 -0.104
C -5.643 1.304 1.006 0.188
C -6.496 2.232 0.409 -0.050
C -6.075 3.345 -0.297 0.119
C -4.692 3.543 -0.424 0.030
C -3.824 2.603 0.140 0.060
N -4.139 4.626 -1.085 0.218
O -4.896 5.470 -1.642 0.284
O -2.848 4.724 -1.110 0.155
N -7.950 2.014 0.537 -0.001
O -8.326 1.019 1.129 -0.008
O -8.703 2.840 0.057 -0.001
H -6.023 0.457 1.554 0.015
H -6.775 4.040 -0.732 0.027
H -2.783 2.740 -0.037 0.093
```

=====

(3)
Computed, not measured: a cluster of 14 separate species, C64H150B6F24N8O3 in total in a non-equilibrium geometry, with wB97M-V/def2-TZVPD.

Results
2S+1 = 1
E_HOMO = -12.8 eV
Total charge = +2
Orbital gap = 9.62 eV
Strongest force on any atom = 0.1157 Eh/bohr
E = -156159.3576 eV

```
255
Properties=species:S:1:pos:R:3:lowdin_charge:R:1
C -1.667 -3.856 -3.601 -0.031
C -3.177 -3.426 -3.703 -0.144
N -3.590 -2.472 -4.806 -0.209
C -3.479 -0.938 -4.267 0.085
C -2.650 -2.523 -6.056 -0.128
C -2.602 -3.861 -6.799 -0.060
C -5.029 -2.789 -5.148 -0.104
C -6.114 -2.971 -4.108 -0.192
O -6.091 -2.188 -2.940 -0.193
C -7.082 -2.470 -2.010 -0.091
H -1.450 -4.552 -4.411 0.075
H -1.699 -4.485 -2.711 0.066
H -1.137 -2.920 -3.424 0.083
H -3.525 -3.059 -2.737 0.119
H -3.722 -4.355 -3.865 0.125
H -4.259 -0.712 -3.540 0.090
H -3.460 -0.312 -5.158 0.092
H -2.473 -0.836 -3.859 0.080
H -1.662 -2.196 -5.732 0.105
H -3.141 -1.785 -6.691 0.123
H -2.774 -4.709 -6.137 0.072
H -1.620 -4.004 -7.251 0.089
H -3.325 -3.960 -7.609 0.082
H -5.029 -3.584 -5.893 0.134
H -5.287 -1.960 -5.807 0.132
H -6.038 -4.018 -3.815 0.124
H -7.040 -2.771 -4.646 0.143
H -6.915 -3.508 -1.723 0.087
H -8.125 -2.358 -2.305 0.107
H -6.945 -2.021 -1.026 0.085
C -4.567 -4.521 6.608 -0.047
C -4.010 -4.346 5.121 -0.082
N -3.419 -2.890 4.964 -0.183
C -2.677 -2.353 6.220 0.026
C -2.504 -2.893 3.714 -0.159
C -1.337 -3.822 3.910 -0.052
C -4.545 -1.778 4.764 -0.053
C -5.277 -1.764 3.458 -0.204
O -6.064 -2.915 3.496 -0.199
C -6.628 -3.332 2.286 -0.098
H -5.095 -5.474 6.568 0.079
H -5.184 -3.686 6.939 0.074
H -3.840 -4.709 7.398 0.071
H -4.753 -4.524 4.344 0.115
H -3.197 -5.048 4.936 0.106
H -1.951 -1.579 5.972 0.094
H -2.207 -3.254 6.614 0.096
H -3.375 -1.969 6.963 0.105
H -2.226 -1.859 3.511 0.113
H -3.163 -3.234 2.916 0.123
H -0.771 -3.394 4.738 0.093
H -0.771 -3.600 3.006 0.059
H -1.406 -4.900 3.764 0.093
H -4.033 -0.818 4.702 0.112
H -5.110 -1.546 5.666 0.140
H -4.730 -1.987 2.542 0.109
H -5.812 -0.847 3.215 0.116
H -7.415 -2.702 1.871 0.091
H -7.148 -4.264 2.504 0.092
H -5.905 -3.633 1.527 0.089
C 6.064 1.409 7.199 -0.045
C 6.597 0.721 5.885 -0.126
N 7.652 1.568 5.138 -0.174
C 9.061 1.360 5.793 0.022
C 7.640 0.974 3.634 -0.114
C 7.962 -0.537 3.549 -0.068
C 7.509 3.147 5.078 -0.057
C 6.438 3.698 4.154 -0.208
O 5.216 3.040 4.337 -0.193
C 4.190 3.306 3.384 -0.051
H 6.827 1.642 7.942 0.070
H 5.274 0.771 7.594 0.088
H 5.572 2.368 7.034 0.071
H 5.701 0.567 5.283 0.126
H 7.035 -0.267 6.025 0.123
H 8.937 1.768 6.796 0.100
H 9.868 1.922 5.322 0.101
H 9.434 0.338 5.739 0.091
H 8.391 1.479 3.026 0.124
H 6.662 1.068 3.162 0.104
H 8.144 -0.895 2.536 0.088
H 7.174 -1.213 3.882 0.073
H 8.828 -0.780 4.166 0.064
H 8.488 3.471 4.726 0.124
H 7.466 3.570 6.082 0.131
H 6.658 3.435 3.119 0.093
H 6.407 4.783 4.250 0.142
H 4.513 3.039 2.378 0.059
H 3.875 4.350 3.388 0.101
H 3.343 2.663 3.624 0.101
C -3.742 -0.624 -0.565 -0.055
C -2.424 -0.884 0.106 -0.223
C -1.506 0.289 0.475 -0.085
N -0.039 -0.062 0.744 -0.176
C 0.035 -1.319 1.636 0.042
C 0.739 1.072 1.497 -0.031
C 1.977 1.188 0.674 -0.176
C 1.679 0.829 -0.736 -0.134
C 0.741 -0.334 -0.519 -0.101
H -4.115 -1.443 -1.180 0.062
H -3.583 0.356 -1.014 0.078
H -4.557 -0.575 0.157 0.065
H -1.804 -1.396 -0.630 0.089
H -2.469 -1.616 0.913 0.094
H -1.993 0.730 1.345 0.114
H -1.386 1.025 -0.319 0.127
H -0.416 -2.195 1.169 0.072
H -0.639 -1.053 2.450 0.081
H 1.083 -1.512 1.867 0.128
H 0.947 0.730 2.511 0.129
H 0.135 1.978 1.444 0.125
H 2.757 0.555 1.097 0.099
H 2.351 2.210 0.731 0.123
H 2.599 0.714 -1.309 0.109
H 1.108 1.601 -1.252 0.111
H 1.258 -1.277 -0.343 0.111
H 0.093 -0.568 -1.364 0.121
C 2.086 4.795 -2.512 -0.087
C 0.831 4.519 -3.307 -0.214
C -0.176 5.755 -3.465 -0.032
N -1.738 5.363 -3.590 -0.216
C -2.463 6.700 -3.738 0.007
C -2.316 4.664 -2.316 -0.050
C -2.703 3.178 -2.723 -0.141
C -2.983 3.240 -4.185 -0.156
C -2.000 4.310 -4.744 -0.037
H 1.858 5.008 -1.467 0.074
H 2.791 5.428 -3.052 0.083
H 2.593 3.837 -2.394 0.049
H 0.237 3.698 -2.906 0.094
H 1.213 4.125 -4.249 0.104
H 0.093 5.977 -4.498 0.119
H -0.214 6.545 -2.716 0.121
H -2.113 7.182 -4.651 0.104
H -2.380 7.342 -2.861 0.113
H -3.507 6.408 -3.854 0.102
H -3.280 5.120 -2.090 0.120
H -1.652 4.755 -1.457 0.099
H -3.592 2.944 -2.138 0.111
H -1.935 2.426 -2.538 0.102
H -3.961 3.561 -4.545 0.120
H -2.740 2.282 -4.645 0.108
H -2.416 4.826 -5.609 0.130
H -1.002 3.877 -4.811 0.110
C 1.847 -8.352 -4.928 -0.099
C 2.631 -7.141 -4.474 -0.261
C 1.773 -6.100 -3.870 -0.095
N 2.605 -5.172 -2.902 -0.220
C 2.741 -5.695 -1.516 0.042
C 3.946 -4.646 -3.482 -0.051
C 4.174 -3.232 -2.870 -0.104
C 2.783 -2.866 -2.339 -0.172
C 1.788 -3.861 -2.926 -0.102
H 1.452 -8.163 -5.926 0.074
H 0.919 -8.621 -4.424 0.084
H 2.501 -9.200 -5.133 0.085
H 3.124 -6.756 -5.366 0.115
H 3.398 -7.602 -3.853 0.117
H 0.941 -6.505 -3.295 0.139
H 1.419 -5.436 -4.659 0.131
H 3.194 -6.686 -1.559 0.116
H 1.766 -5.800 -1.041 0.095
H 3.134 -4.868 -0.925 0.113
H 4.677 -5.389 -3.164 0.130
H 3.817 -4.684 -4.563 0.128
H 4.868 -3.189 -2.031 0.115
H 4.516 -2.430 -3.525 0.098
H 2.684 -2.827 -1.254 0.091
H 2.325 -1.933 -2.668 0.097
H 0.778 -3.950 -2.527 0.110
H 1.733 -3.522 -3.961 0.127
C -7.416 1.796 4.490 -0.096
C -6.182 2.222 5.201 -0.231
C -4.972 2.182 4.278 -0.079
N -4.684 3.464 3.424 -0.172
C -4.066 4.488 4.351 0.051
C -5.962 4.060 2.697 -0.060
C -5.375 4.915 1.603 -0.162
C -4.287 4.049 1.084 -0.189
C -3.807 3.179 2.176 -0.090
H -8.299 1.703 5.122 0.091
H -7.172 0.966 3.828 0.070
H -7.765 2.578 3.816 0.063
H -6.169 1.769 6.192 0.117
H -6.334 3.215 5.624 0.102
H -5.112 1.400 3.532 0.114
H -4.000 2.083 4.761 0.106
H -3.074 4.077 4.538 0.104
H -4.701 4.612 5.228 0.106
H -3.903 5.399 3.774 0.105
H -6.545 4.586 3.452 0.137
H -6.488 3.232 2.222 0.114
H -4.997 5.830 2.060 0.108
H -6.053 5.283 0.832 0.133
H -3.484 4.690 0.721 0.104
H -4.710 3.581 0.194 0.110
H -2.755 3.381 2.377 0.124
H -3.715 2.153 1.820 0.116
C 6.483 3.037 0.296 -0.067
C 6.775 2.856 -1.219 -0.242
C 5.807 1.998 -1.830 -0.158
N 6.151 1.455 -3.252 -0.234
C 7.136 0.332 -3.036 0.022
C 6.651 2.464 -4.269 -0.065
C 6.153 1.955 -5.679 -0.111
C 5.218 0.783 -5.397 -0.149
C 4.824 0.902 -3.898 -0.057
H 7.215 3.772 0.629 0.080
H 6.646 2.126 0.872 0.071
H 5.515 3.502 0.484 0.076
H 7.802 2.518 -1.353 0.121
H 6.677 3.841 -1.674 0.121
H 4.837 2.488 -1.914 0.127
H 5.633 1.115 -1.214 0.137
H 8.103 0.730 -2.728 0.105
H 7.208 -0.247 -3.956 0.102
H 6.851 -0.413 -2.292 0.110
H 7.713 2.636 -4.092 0.134
H 6.121 3.371 -3.978 0.126
H 6.924 1.834 -6.441 0.122
H 5.474 2.755 -5.974 0.113
H 5.803 -0.114 -5.600 0.102
H 4.311 0.656 -5.988 0.128
H 4.315 0.089 -3.380 0.118
H 4.215 1.802 -3.814 0.121
B 0.677 -0.117 -4.669 -1.385
F 0.352 -1.306 -5.300 0.116
F -0.314 0.155 -3.786 0.146
F 1.957 -0.105 -4.067 0.091
F 0.702 0.851 -5.650 0.121
B -0.213 5.038 0.708 -1.390
F 0.910 5.020 1.560 0.098
F -1.343 5.345 1.422 0.144
F -0.036 6.013 -0.306 0.087
F -0.370 3.836 0.144 0.164
B -0.616 -4.552 -0.115 -1.450
F 0.608 -3.892 -0.199 0.131
F -0.845 -5.011 1.220 0.087
F -1.652 -3.848 -0.405 0.236
F -0.661 -5.579 -1.035 0.127
B -7.231 0.941 0.373 -1.482
F -7.271 -0.184 1.115 0.149
F -8.024 1.825 1.106 0.108
F -5.959 1.353 0.229 0.163
F -7.803 0.715 -0.849 0.144
B 4.792 -1.281 1.903 -1.352
F 5.200 -2.212 2.854 0.111
F 3.977 -2.001 1.015 0.096
F 4.127 -0.202 2.428 0.131
F 5.974 -0.863 1.293 0.093
B -1.405 1.120 4.870 -1.423
F -2.097 0.735 5.975 0.153
F -1.071 2.455 5.050 0.123
F -0.312 0.280 4.623 0.111
F -2.187 1.154 3.756 0.133
```